(1)
# C32H55ClF3N2O10S4

A 5-piece molecular cluster, C32H55ClF3N2O10S4 overall (wB97M-V/def2-TZVPD, OMol25).

Structure (XYZ):
```
107
Properties=species:S:1:pos:R:3:forces:R:3
H -9.351 -2.235 -0.588 0.0 0.0 0.2
S -11.420 0.334 0.005 0.0 0.2 0.3
H 10.670 0.929 -1.879 0.0 -0.2 -0.6
N 9.445 2.893 -1.749 -0.4 -0.1 0.7
C 8.402 0.098 5.138 0.0 0.0 -0.1
C 6.554 4.491 -0.609 -0.7 0.4 -0.8
S -8.025 -3.612 0.841 0.1 -0.2 -0.4
H 10.332 -0.345 -3.061 0.0 -0.3 0.4
H 0.992 1.550 -1.218 0.1 -0.2 -0.4
N 6.296 0.381 -2.755 -0.2 -0.7 -0.4
H -1.166 1.645 -0.235 -0.1 -0.2 -0.2
O 11.355 -1.916 4.078 0.2 0.1 -0.3
C 9.079 -1.339 -0.144 0.0 -0.1 -0.2
H 5.833 4.216 -2.684 0.2 0.1 0.3
O -3.813 -0.540 -0.418 0.2 0.1 -0.2
H -7.243 -0.316 0.794 0.1 0.0 0.0
H 8.921 -2.781 3.457 0.2 0.0 -0.1
C -12.457 1.335 2.195 -0.1 -0.1 0.0
C -11.912 -0.039 2.600 0.0 0.1 0.1
O -10.042 0.228 -0.433 -0.9 -0.2 -0.3
C 6.086 1.683 -2.559 -0.5 0.7 -0.1
O 10.601 0.039 2.680 0.1 -0.1 -0.1
C -6.312 -0.022 -1.128 -0.4 -0.1 0.0
C 10.098 -0.932 -0.962 -0.1 0.2 -0.2
Cl 7.754 -1.811 -2.963 -0.2 0.6 -0.1
H -10.602 2.090 1.354 0.0 0.0 -0.1
H 10.429 0.937 5.247 0.1 -0.1 -0.1
H -6.289 -1.107 -1.206 0.2 0.0 0.0
H -10.110 -4.482 -1.959 0.0 0.0 0.0
H -6.849 -5.667 0.545 0.0 0.1 0.1
C 8.598 0.666 -2.280 1.3 -0.1 0.4
H 10.217 -0.629 6.080 0.1 0.0 -0.1
C 6.727 4.028 -2.081 0.7 -0.6 0.2
H 7.994 -1.993 5.478 0.0 0.0 0.0
H 9.164 3.867 -1.767 0.0 -0.1 -0.1
C 5.154 -0.517 -3.150 -0.7 -0.6 -0.5
H -4.923 0.772 1.584 0.0 0.0 -0.1
C -9.161 -4.215 -1.496 0.1 -0.1 0.0
C -11.725 -0.856 1.317 0.0 -0.2 0.4
S 10.381 -0.914 3.743 -0.2 -0.1 0.4
H 8.385 -1.353 2.540 0.1 0.0 0.0
C 0.249 0.958 -1.783 -0.9 0.3 1.2
C 1.755 -0.325 -3.070 0.7 -0.3 0.6
H 5.083 2.087 -2.655 0.1 -0.6 -0.2
H -9.078 -6.071 -0.388 0.0 0.0 0.0
C 7.082 2.551 -2.239 0.6 0.4 0.0
H 6.851 -1.240 4.375 0.0 0.0 0.0
H -7.053 2.011 1.539 0.0 0.0 0.0
H 2.827 1.445 -2.460 0.3 -0.2 0.1
O -12.514 0.286 -0.928 0.2 -0.1 -0.2
H 5.448 -1.165 -3.983 0.4 0.4 0.2
C 9.919 -0.024 5.224 -0.2 0.2 0.2
H -12.577 -0.549 3.295 0.0 0.0 0.0
C 5.734 3.529 0.238 0.5 1.4 0.8
F 6.494 2.508 0.685 -0.5 -0.3 -0.4
H -12.052 2.593 0.439 0.1 -0.1 -0.1
H -12.625 -1.411 1.059 0.0 0.1 -0.1
H 4.964 -1.175 -2.289 -0.1 0.3 -0.1
C -0.956 0.755 -0.836 0.5 -0.8 -0.9
C 8.393 2.038 -2.074 -0.9 0.5 -0.1
H 7.968 0.377 6.097 0.0 0.0 0.0
H -6.487 -4.471 -0.731 0.0 0.1 0.1
H -0.693 -0.099 -0.196 -0.2 0.4 0.1
H 7.556 4.609 -2.509 -0.5 0.1 -0.1
H 5.984 5.431 -0.641 0.1 -0.3 0.1
C 7.901 -1.271 4.664 0.0 0.0 0.1
C -11.598 1.794 1.022 -0.1 0.2 0.3
C -7.213 0.445 0.018 -0.1 0.4 0.0
C 3.042 0.371 -2.551 -1.3 0.6 -0.5
O -8.565 -4.183 2.049 0.1 0.2 0.1
H 8.563 -0.724 0.601 -1.1 0.6 -1.6
C -8.408 -5.451 -0.989 -0.1 0.0 0.0
O 0.740 -0.340 -2.097 0.3 0.4 -0.4
H 8.705 -2.366 -0.263 1.5 -0.4 1.7
C -9.375 -3.284 -0.297 -0.2 0.1 -0.4
H -10.879 -1.534 1.390 0.0 0.0 -0.1
S -4.663 0.577 -0.754 -0.5 -0.2 0.3
O -7.135 -2.476 0.870 -0.1 -0.2 0.3
H -1.819 0.427 -1.435 0.2 0.4 0.5
C -6.599 1.731 0.588 0.0 -0.1 -0.2
H 8.129 0.865 4.408 0.0 0.0 0.0
H 1.438 0.159 -4.009 0.1 -0.2 0.2
C 9.999 0.083 -2.107 0.0 1.7 1.7
H 11.106 -1.345 -0.805 -0.6 -1.2 -1.3
H -6.616 0.414 -2.079 0.1 0.0 0.0
H -10.308 -3.506 0.219 0.1 -0.1 0.1
O 4.059 0.208 -3.564 0.4 -0.2 1.0
H -8.559 -3.707 -2.252 0.0 0.0 0.0
C 8.784 -1.703 3.488 -0.4 -0.1 0.1
C -7.272 -4.919 -0.121 0.0 -0.3 -0.2
H 7.508 4.755 -0.139 -0.2 -0.5 0.1
H -6.748 2.556 -0.114 0.1 0.0 0.1
H 9.747 2.714 -0.791 0.5 -0.2 -0.3
H -10.949 0.085 3.101 0.0 0.0 0.0
H -8.241 0.604 -0.322 0.8 0.0 0.1
F 5.279 4.176 1.334 0.1 -0.3 -0.1
C 7.534 -0.127 -2.636 0.2 -0.4 0.0
H 3.319 -0.023 -1.564 0.2 0.0 -0.3
H 2.037 -1.375 -3.236 -0.3 0.3 -0.3
H -13.499 1.241 1.879 0.0 0.0 0.0
H -8.031 -6.060 -1.809 0.0 0.0 0.0
H -0.081 1.514 -2.676 0.3 -0.2 0.0
F 4.638 3.083 -0.403 0.4 -0.4 0.0
O -4.281 1.550 -1.751 0.3 -0.1 0.0
H -4.502 2.343 0.844 0.1 -0.1 -0.1
C -5.108 1.444 0.746 -0.2 0.3 0.3
H -12.418 2.045 3.020 0.0 0.0 0.0
```
Forces are in eV/Å.

Multiplicity   1
E_tot   -4466.39137 Eh
Net charge   +1
Molar mass   848.51 Da
LUMO level   -3.37 eV
Orbital gap   7.1 eV
Highest occupied orbital energy   -10.490 eV

Mulliken population analysis, charges in e, atoms 1 to 5:
1 H -0.03
2 S 1.03
3 H 0.41
4 N -0.60
5 C -0.53



(2)
# C5H10O

C5H10O as an isolated structure (wB97M-V/def2-TZVPD, OMol25).

Structure (XYZ):
```
16
Properties=species:S:1:pos:R:3:forces:R:3
H -1.839 1.209 1.020 0.1 -0.2 0.0
H 2.788 0.923 -0.617 -0.1 -0.1 0.1
O -0.299 -0.107 1.435 0.0 -0.1 0.1
H -2.323 -0.456 1.386 0.1 0.1 -0.1
C -1.564 0.154 0.882 -0.2 0.1 0.0
H 0.397 1.439 -0.071 0.0 -0.1 0.0
H -2.157 -1.044 -0.924 0.1 0.1 0.1
C 2.228 0.234 0.026 0.0 -0.1 0.0
H -1.797 0.654 -1.272 0.0 -0.1 0.1
H 0.366 -1.296 -1.508 0.0 0.1 0.1
C 0.765 0.420 -0.202 0.1 -0.2 -0.2
H 0.012 -0.956 0.466 0.1 0.1 0.2
C -0.042 -0.569 -0.814 0.1 0.2 -0.2
H 2.536 -0.792 -0.194 0.0 0.1 0.0
C -1.497 -0.209 -0.668 -0.1 0.0 -0.1
H 2.480 0.468 1.065 0.0 0.0 -0.2
```
Forces are in eV/Å.

Multiplicity   1
E_tot   -271.60945 Eh
Energy relative to the best compared isomer or geometry (same formula, charge and spin)   89.84 kcal/mol
Molar mass   86.13 Da
LUMO level   0.95 eV
Orbital gap   9.3 eV
Highest occupied orbital energy   -8.341 eV

Mulliken population analysis, charges in e, atoms 1 to 5:
1 H 0.29
2 H 0.35
3 O -0.64
4 H 0.30
5 C -0.42



(3)
# C4H9O2S

A 2-piece molecular cluster, C4H9O2S overall (wB97M-V/def2-TZVPD, OMol25).

Structure (XYZ):
```
16
Properties=species:S:1:pos:R:3:forces:R:3
H 1.266 -0.031 1.482 -0.3 0.7 0.0
H -2.909 -0.867 -0.829 -2.2 -0.8 0.4
C -1.717 0.241 1.283 -0.6 0.8 2.3
H 3.071 -0.231 0.450 0.0 -0.1 -0.5
C 1.288 0.044 0.392 0.7 -0.4 0.1
C -1.952 -0.585 -1.090 2.5 0.5 -0.9
O 4.018 -0.234 0.123 0.3 1.8 -0.3
S 0.158 1.100 -0.284 -0.5 0.8 3.1
H -1.120 0.975 1.862 -0.5 -0.6 0.1
H 3.970 0.704 -0.231 0.3 -1.7 0.4
H -2.563 -0.216 1.808 0.2 0.0 -0.5
O 0.170 1.141 -1.734 0.6 0.0 -3.0
H -1.361 -1.456 -1.485 -0.5 0.8 0.4
C -1.310 0.106 0.059 -0.1 0.0 -1.1
H -1.947 0.214 -1.855 -0.2 -0.7 -0.1
H 0.936 -0.905 0.049 0.2 -1.3 -0.4
```
Forces are in eV/Å.

Multiplicity   1
E_tot   -706.39447 Eh
Net charge   -1
Energy relative to the best compared isomer or geometry (same formula, charge and spin)   96.32 kcal/mol
Molar mass   121.18 Da
LUMO level   3.73 eV
Orbital gap   6.8 eV
Highest occupied orbital energy   -3.049 eV

Mulliken population analysis, charges in e, atoms 1 to 5:
1 H 0.28
2 H 0.41
3 C -0.84
4 H 0.57
5 C -1.14



(4)
# C27H35N5O2P2Ti

C27H35N5O2P2Ti as an isolated structure (wB97M-V/def2-TZVPD, OMol25).

Structure (XYZ):
```
72
Properties=species:S:1:pos:R:3:forces:R:3
H 1.617 -1.826 -0.172 -0.3 0.2 -0.3
H -2.492 -0.472 -1.133 0.0 0.2 -0.1
C -3.887 -2.059 1.269 0.0 -0.8 1.1
C -2.542 0.464 -0.602 -0.2 1.1 0.5
C 0.990 1.922 -3.957 0.4 -0.8 -0.6
H 5.156 -2.999 4.122 -0.1 0.1 -0.1
H 0.903 1.264 5.152 0.6 -0.1 0.0
H 1.683 2.480 -3.321 -0.3 -0.4 0.1
C -2.964 -2.374 3.329 -0.7 -0.2 -0.8
C 0.316 2.762 -5.026 -0.2 0.2 0.1
C 0.119 -0.240 -4.916 0.0 -0.7 -0.2
C 3.770 0.764 0.229 -0.3 1.2 0.5
H -1.908 -0.981 -5.262 0.3 0.0 0.4
H -2.915 3.670 0.148 0.1 -0.3 0.1
H -2.596 2.646 -3.945 0.2 -0.5 0.4
O -1.410 -0.715 5.460 -0.1 0.8 -1.6
C 0.909 0.577 -3.930 0.5 0.7 -0.3
C -4.114 -3.141 3.266 0.7 0.5 -0.4
H 1.457 -0.359 4.674 0.3 0.3 0.1
N -2.815 -1.701 2.101 -0.5 -0.8 0.1
C 4.279 2.043 0.046 -0.5 -0.7 0.3
H -4.507 -3.779 4.051 0.2 0.2 -0.1
H 0.894 -0.230 -0.419 -0.2 -0.2 0.0
H 4.260 -4.647 2.153 0.0 0.1 0.0
P -1.460 -0.775 1.630 -0.8 1.1 0.4
H -1.227 -1.408 -3.674 -0.1 0.3 -0.2
C 2.676 2.155 1.651 0.4 -0.2 -0.8
H 4.000 -0.176 -0.236 0.1 -0.1 -0.1
H 2.371 1.115 4.075 -0.3 -0.3 0.5
H -5.583 -3.429 1.572 0.1 0.2 0.1
C 0.926 -1.094 0.258 0.3 -0.5 -0.8
H 0.091 0.228 -5.913 0.1 -0.4 0.6
H 1.521 -0.058 -3.283 -0.1 0.6 0.3
O -1.472 1.302 4.487 -0.7 -2.0 0.5
C 2.932 -2.967 1.667 0.5 0.1 0.8
C -0.467 -1.738 0.476 0.0 -0.4 -0.6
C 4.392 -2.770 3.393 -0.7 0.8 -0.3
C 3.930 -3.639 2.359 -0.9 0.8 -0.4
C -2.043 0.579 -3.826 -0.7 0.6 -0.8
N 2.754 -1.699 2.240 0.3 0.1 0.3
H 3.660 -0.714 3.928 0.1 0.1 0.0
C -1.948 1.832 -4.292 -0.5 -0.5 -0.1
N -1.237 -0.097 4.439 0.0 2.5 2.8
N -2.290 0.474 0.764 0.3 0.4 -1.1
C -4.691 -2.952 1.961 0.8 0.7 -0.3
C -2.346 1.812 1.212 -0.3 -0.2 -0.6
C -2.825 1.760 -1.006 0.0 -0.7 0.3
H -2.262 2.068 2.273 -0.2 -0.2 -0.3
H 0.655 -1.200 -5.035 -0.2 0.4 -0.1
H 0.215 3.803 -4.665 0.2 -0.4 -0.1
H 3.728 3.986 1.051 0.0 -0.3 0.0
N 2.774 0.826 1.214 0.1 -0.2 -0.2
H 0.955 2.803 -5.931 -0.2 0.0 0.4
C 3.665 -1.588 3.304 0.0 -1.2 -0.4
H -3.948 -1.639 0.283 -0.2 0.0 -0.1
C -2.713 2.604 0.137 0.2 -0.6 0.4
C 1.389 0.686 4.341 -0.2 0.5 0.5
H -2.250 -2.196 4.113 -0.1 -0.2 0.0
H -1.623 3.167 -5.846 0.3 -0.3 -0.1
H 1.984 2.429 2.436 0.2 0.0 -0.1
H -0.364 -2.718 0.973 0.0 0.2 -0.2
H 2.304 -3.282 0.857 0.1 -0.2 -0.1
P 1.646 -0.408 1.769 0.6 0.8 0.0
H -1.050 1.555 -6.273 -0.2 0.4 0.5
C -1.100 2.282 -5.444 0.0 0.7 -0.5
H 5.059 2.349 -0.645 -0.2 -0.3 0.2
C 3.584 2.916 0.945 -0.4 -0.5 0.2
H -2.829 0.309 -3.121 0.3 0.3 0.0
C -1.311 -0.589 -4.414 0.4 -0.1 -0.2
H -1.005 -1.896 -0.471 0.3 -0.1 0.2
Ti -0.259 0.866 2.961 1.4 -1.6 0.2
H -3.107 2.060 -2.009 0.1 0.0 0.4
```
Forces are in eV/Å.

Multiplicity   3
E_tot   -3006.03371 Eh
Molar mass   571.42 Da
LUMO level (alpha / beta)   0.15 / 0.01 eV
Orbital gap (alpha / beta)   6.7 / 8.0 eV
Highest occupied orbital energy (alpha / beta)   -6.585 / -8.020 eV

Mulliken population analysis, charges in e, atoms 1 to 5:
1 H 0.89
2 H 0.37
3 C -0.31
4 C -0.26
5 C -0.57



(5)
# C37H78O11

A 10-piece molecular cluster, C37H78O11 overall (wB97M-V/def2-TZVPD, OMol25).

Structure (XYZ):
```
126
Properties=species:S:1:pos:R:3:forces:R:3
H 1.786 -4.973 0.787 0.1 -0.3 0.1
H 0.461 -4.937 4.409 0.6 0.1 0.7
C 3.081 4.238 -3.732 -0.3 -0.5 0.9
C -1.921 -2.729 -1.515 0.7 0.8 -1.0
C -3.858 2.855 4.487 0.1 0.4 -0.5
C -6.430 1.978 0.260 1.6 0.3 -1.2
H 0.892 -5.152 -2.957 0.0 -0.4 0.2
H 1.739 4.471 -1.967 0.2 -0.2 0.1
C -2.571 -0.623 -5.024 0.9 0.9 0.5
H -0.813 0.229 2.120 -0.1 0.2 0.1
H 1.341 0.225 1.191 0.2 -0.3 0.0
O -5.429 1.100 0.787 -1.2 -0.6 0.9
H -4.289 3.222 3.556 -0.3 -1.1 -0.5
H -0.613 3.201 4.344 0.1 0.3 -0.3
C 0.181 -4.333 -2.849 -0.1 0.4 0.9
C -2.505 2.174 4.308 -0.7 0.0 1.3
O 0.803 -3.308 -2.014 -0.9 -0.7 -0.3
C -5.629 2.880 -0.717 -1.0 -0.3 0.8
H -4.364 3.638 0.887 -0.2 0.2 0.0
H -2.784 -1.338 -4.229 0.3 -0.1 0.3
C -4.316 2.963 0.032 0.8 0.7 -0.6
H -1.530 -0.662 0.789 -0.2 0.0 -0.3
C -3.015 1.453 -3.928 -0.1 0.3 -1.7
H 5.511 -1.895 3.385 0.0 0.3 -0.1
H -0.944 1.366 -1.701 -0.1 0.3 0.0
H -1.552 1.230 -5.430 0.3 -0.1 0.0
H -2.235 1.861 5.316 0.2 -0.2 0.2
C -0.771 0.079 1.041 0.2 1.1 -0.1
H -4.103 1.897 -5.822 0.2 -0.1 -0.1
H 5.173 -1.004 -0.174 0.0 -0.1 -0.4
C -4.074 1.165 -5.016 -0.3 -0.8 1.4
H 4.782 5.474 1.855 0.6 -0.3 -0.3
H 0.719 -1.418 0.636 0.4 0.0 0.4
H 3.344 1.526 -3.082 0.2 -0.2 0.2
H 3.450 4.756 2.572 -0.4 -0.5 0.3
H -0.945 -7.004 3.241 -0.1 0.0 0.2
H -0.883 -5.813 0.906 0.2 0.0 -0.3
H 1.501 0.353 -1.436 0.5 -0.4 0.6
C 3.601 4.239 0.460 0.0 1.1 0.0
H -6.856 2.646 1.009 -0.2 -0.3 0.4
C 3.654 2.745 0.338 0.6 -0.5 0.1
H 3.835 4.205 -2.946 0.7 0.0 -0.4
O 5.003 3.416 2.159 0.5 1.2 0.2
C 1.072 -4.923 1.609 -0.3 -1.8 -0.1
H -0.953 -5.276 -1.232 0.4 -0.1 0.1
H 0.015 -0.529 -1.502 0.3 -0.8 0.3
H -1.723 -3.231 3.886 -0.7 0.4 0.8
H 4.249 4.688 -0.293 -0.2 0.1 -0.2
H -3.505 1.570 1.457 0.0 -0.3 0.0
O -2.256 -3.961 -2.082 0.1 -1.2 -0.2
H 1.120 -6.606 4.350 0.3 0.1 -0.2
H -4.560 2.295 5.105 -0.1 0.1 -0.2
H -4.252 4.903 4.917 0.4 0.4 -0.3
H 5.108 1.522 1.418 0.2 0.1 0.1
H 3.124 5.177 -4.284 0.0 0.0 0.2
H 0.336 2.322 -0.900 -0.1 -0.1 0.1
C 5.501 -1.942 2.296 -1.5 -0.5 -0.3
H 4.230 -3.240 -0.315 0.0 -0.1 -0.2
H 4.189 -3.769 2.468 0.1 0.2 0.2
H -3.700 0.889 -0.211 0.5 0.1 0.1
H 0.013 -4.021 -3.880 -0.1 0.7 0.0
H 0.724 -3.890 1.596 -0.5 0.1 0.4
C -1.143 -4.873 -2.227 0.1 1.0 0.3
H -3.494 3.298 -0.600 0.1 0.0 0.0
H 0.981 4.421 -3.568 -0.4 0.1 0.2
H 2.261 -1.813 -2.095 0.0 -0.4 0.5
C 0.610 0.115 -0.855 -0.9 1.2 -1.2
H 4.128 2.807 -4.990 -0.1 -0.2 -0.1
O -1.502 -1.256 4.714 -0.8 -0.3 -0.3
C 4.292 -1.227 0.429 1.2 -0.3 1.3
C -0.510 -6.038 2.985 0.0 -1.4 -0.6
H 6.517 -1.846 1.912 0.1 0.2 -0.1
H -1.070 -2.101 2.803 0.1 0.6 -0.1
H -0.733 -0.703 4.871 0.1 0.0 -0.1
C 3.121 3.001 -4.620 -0.3 -0.5 0.0
H 2.959 -2.829 0.777 -0.1 0.0 0.1
C 2.546 1.903 -3.721 1.0 0.8 0.8
C 4.024 -2.682 0.599 -0.9 -2.0 -1.6
C -0.037 -6.052 1.549 0.3 1.6 -0.7
C 4.840 -3.247 1.767 0.7 0.7 0.0
H 3.445 -0.639 0.076 0.1 0.1 0.3
O 1.590 2.587 -2.874 0.2 0.1 -0.2
C 1.786 4.015 -2.956 -0.6 -0.3 -1.1
H -2.816 2.524 -3.956 0.1 0.0 0.5
C 4.214 4.544 1.825 -0.6 0.6 0.3
H -7.192 1.416 -0.280 -0.1 -0.2 0.4
H -1.051 0.477 -3.875 0.2 0.1 -0.2
H 2.133 1.026 -4.220 -0.5 0.3 -0.1
C -1.114 -2.327 3.868 1.1 -0.4 0.0
C -0.242 1.398 -0.868 -0.3 -0.3 1.3
O -2.206 4.531 4.501 0.0 -0.3 -0.7
H -1.295 -5.284 3.046 0.2 0.1 0.5
C 0.613 -0.334 0.602 0.0 -0.2 -0.9
C -1.881 0.670 -4.555 0.3 -0.7 0.9
H 5.628 -3.939 1.470 -0.1 -0.1 -0.2
C 0.778 -5.755 3.761 -1.5 1.1 0.2
H -3.303 4.107 6.149 -0.1 -0.1 0.4
H -1.531 -5.687 -2.839 0.2 0.1 -0.1
H 3.698 1.834 2.356 -0.4 0.1 0.1
O 1.731 -5.287 2.836 0.5 0.3 -0.4
H 2.585 4.600 0.303 0.1 0.3 0.3
H -2.549 1.250 3.731 0.4 0.4 -0.5
H 1.708 -2.384 -3.624 -0.2 0.1 -0.3
H -0.132 -2.654 4.209 0.3 -0.2 -0.4
H -1.345 -2.784 -0.591 0.0 -0.2 0.2
H -5.511 2.412 -1.694 0.0 0.0 0.0
H 2.666 2.305 0.199 0.2 -0.2 -0.1
H -3.329 1.110 -2.942 0.1 0.0 0.0
C -1.610 3.351 3.930 -0.4 -0.9 -0.3
C 4.371 2.296 1.634 -0.3 -1.3 -0.9
H 4.293 2.591 -0.531 -0.2 -0.9 0.0
H -1.927 -1.086 -5.771 -0.4 -0.2 -0.3
H -5.021 1.169 -4.475 -0.5 -0.2 -0.5
H 2.412 3.058 -5.446 0.2 0.5 -0.3
H 2.727 -3.461 -2.741 0.4 0.1 0.3
H -6.215 3.795 -0.800 0.5 0.3 -0.3
O -3.800 -0.164 -5.517 -1.1 0.8 -0.7
O -0.984 1.359 0.394 -0.1 -0.5 0.0
H -1.617 3.356 2.840 0.4 0.7 -0.1
H -2.791 -2.085 -1.391 -0.3 -0.4 0.1
H -1.289 -2.263 -2.271 0.2 0.7 0.4
C -4.105 1.559 0.547 -0.7 0.3 -0.5
C 1.941 -2.716 -2.613 -0.3 -0.4 -1.0
O 4.632 -0.924 1.786 0.4 1.5 1.0
C -3.458 4.172 5.072 0.1 0.2 1.5
H 0.413 -6.990 1.224 0.1 0.0 0.1
```
Forces are in eV/Å.

Multiplicity   2
E_tot   -2283.91582 Eh
Net charge   -1
Molar mass   699.02 Da
LUMO level (alpha / beta)   2.23 / 2.14 eV
Orbital gap (alpha / beta)   1.6 / 9.4 eV
Highest occupied orbital energy (alpha / beta)   0.665 / -7.225 eV

Mulliken population analysis, charges in e, atoms 1 to 5:
1 H 0.31
2 H 0.16
3 C -0.69
4 C -0.16
5 C -0.31



Question: The highest molar mass belongs to which entry?
Answer: C32H55ClF3N2O10S4